43
Properties=species:S:1:pos:R:3:lowdin_charge:R:1 method="wB97M-V/def2-TZVPD" max_force_ha_per_bohr=0.036 orbital_gap_ev=4.172 lumo_ev=-6.62 homo_energy_ev=-10.80 charge=+1 spin_multiplicity=1
F 1.55791 -4.00653 -3.47221 0.07
C 1.24875 -3.94031 -2.13027 -0.19
C 0.68104 -5.06089 -1.53124 0.14
C 0.37687 -4.93859 -0.17186 -0.20
F -0.19872 -6.01728 0.46055 0.07
C 0.62615 -3.79484 0.55957 0.09
C 1.21165 -2.64546 -0.06602 -0.17
C 1.41700 -1.50341 0.74691 0.13
C 2.04186 -0.26183 0.45109 -0.17
C 2.15044 0.68976 1.51361 0.02
C 2.71583 1.93714 1.32561 -0.02
C 3.20800 2.31960 0.06793 0.07
C 3.11117 1.39406 -0.96472 -0.20
F 3.58169 1.75168 -2.20829 0.07
C 2.56919 0.12739 -0.81589 0.09
C 1.51931 -2.75921 -1.45550 0.08
H 0.48708 -5.97175 -2.08576 0.15
H 0.38022 -3.73723 1.61911 0.14
H 1.08495 -1.62413 1.78318 0.14
H 1.77056 0.39112 2.49204 0.13
H 2.78484 2.63192 2.16252 0.13
H 3.65674 3.29380 -0.10096 0.14
H 2.55477 -0.53807 -1.66787 0.10
H 1.95232 -1.93580 -2.00656 0.10
O -1.96581 5.46453 1.55240 0.10
C -1.40034 4.56729 0.94727 -0.46
O -0.15523 4.68901 0.40760 0.08
C -1.96637 3.21537 0.69885 -0.13
C -1.26090 2.22672 -0.01198 0.04
C -1.85682 0.97828 -0.20238 -0.17
C -3.16622 0.72261 0.32614 -0.20
N -3.49983 -0.58139 -0.00217 0.08
C -2.46474 -1.16811 -0.71045 -0.08
C -1.44793 -0.23331 -0.85249 -0.05
C -3.87044 1.70098 1.02111 0.01
C -3.25837 2.94571 1.19999 0.00
H 0.12058 5.60419 0.59948 0.13
H -0.26360 2.39215 -0.41941 0.11
H -4.37613 -1.03149 0.24151 0.16
H -2.51844 -2.18972 -1.07634 0.12
H -0.50425 -0.34241 -1.36965 0.09
H -4.86578 1.49546 1.40948 0.12
H -3.76902 3.74298 1.73606 0.12